a | Molecular formula: C6H11N
Method: DFT, wB97M-V/def2-TZVPD

## Properties
HOMO-LUMO gap = 11.05 eV

```
! wB97M-V def2-TZVPD RIJCOSX def2/J DEFGRID3
* xyz 0 1
C -0.9311 -1.0492 0.8674
C -0.2925 0.0131 0.3832
C 0.3262 0.1124 -0.9889
C 0.0052 -1.0296 -1.9437
C -0.1355 1.2657 1.2271
C -0.9910 2.3345 0.6940
N -1.6832 3.1354 0.2279
H -1.3420 -1.0516 1.8743
H -1.0734 -1.9512 0.2798
H 0.0144 1.0658 -1.4377
H 1.4165 0.1932 -0.8572
H 0.3461 -1.9929 -1.5490
H 0.5012 -0.8691 -2.9056
H -1.0726 -1.0967 -2.1253
H 0.9054 1.6155 1.2096
H -0.4025 1.0814 2.2724
H 2.5320 -0.7125 1.4072
H 1.8768 -1.0643 1.3646
*
```

b | Molecular formula: C6H11N
Method: DFT, wB97M-V/def2-TZVPD

## Properties
HOMO-LUMO gap (alpha / beta) = 7.24 / 7.24 eV

```
! wB97M-V def2-TZVPD RIJCOSX def2/J DEFGRID3
* xyz 0 1
C -0.8684 0.1417 -0.5051
C 1.7199 0.2538 1.1735
C -1.3245 1.3340 -1.2653
C -1.1641 0.0121 0.9347
N -0.0058 -0.7035 -1.0857
C 0.9056 -1.4559 -0.4132
C 1.6342 -1.0222 0.7043
H -0.0063 -0.7275 -2.1035
H 2.3368 0.4673 2.0272
H 1.4883 1.0949 0.5453
H 1.1169 -2.4261 -0.8454
H 2.1215 -1.8107 1.2688
H -0.2918 0.3612 1.5468
H -0.7046 2.2001 -1.0303
H -1.2602 1.1665 -2.3398
H -2.3615 1.5781 -1.0117
H -2.0550 0.5732 1.2004
H -1.2808 -1.0368 1.1989
*
```

Energy ordering: a at the bottom, the next structure 20.7 kcal/mol above.